Entry from OMol25: 9 unconnected molecules or ions with the total composition C37H92FNO13P2 (ωB97M-V/def2-TZVPD).

The geometry in XYZ format:
```
146
Properties=species:S:1:pos:R:3:forces:R:3:mulliken_charge:R:1
C 1.817581 -3.680742 -0.375795 0.034 0.266 -0.166 -1.433
C 1.813651 -2.177689 -0.069872 0.036 -0.258 -0.549 0.990
C 0.841507 -1.385046 -0.978353 0.109 0.316 0.498 -1.048
C -0.109043 -0.547407 -0.113926 0.272 -0.174 0.294 -0.900
C 0.669114 0.581940 0.604060 -0.361 -0.295 -0.149 0.555
C 0.396470 0.605220 2.100545 -0.052 0.207 -0.060 -1.238
C 1.185602 1.654603 2.895292 -0.344 -0.640 0.151 1.305
C 0.493704 1.935325 4.246774 -0.061 0.255 -0.160 -1.499
C 1.457788 2.209367 5.360506 0.013 0.088 0.174 0.022
N 1.797543 1.399333 6.275219 -0.205 0.005 -0.064 -0.666
O 1.313556 2.802990 2.073082 0.010 0.040 -0.127 -0.372
C 2.186983 3.817315 2.440347 0.043 0.085 0.143 -0.375
O 1.705805 4.565715 3.546123 0.316 -0.120 0.039 -0.472
C 3.603544 3.373485 2.787888 -0.009 0.619 0.063 -0.186
O 4.347449 3.143703 1.616949 0.145 -0.154 0.170 -0.363
C 4.157900 1.923274 0.976255 0.050 0.116 -0.301 0.914
F 3.413164 2.175037 -0.165843 -0.080 -0.132 -0.029 -0.336
P 5.853053 1.219891 0.536955 0.353 0.155 0.485 0.133
C 5.367800 -0.532953 0.528847 -0.122 0.286 -0.076 -1.076
O 5.905136 1.500945 -1.081908 -0.238 -0.234 -0.255 -0.509
P 4.513830 4.717770 3.695399 0.415 -0.366 0.074 0.374
O 5.979971 4.653104 3.568068 0.251 -0.048 -0.071 -0.664
H 2.184503 -4.271066 0.461678 0.028 -0.058 0.016 0.393
H 0.818346 -4.018178 -0.648637 -0.085 -0.109 0.167 0.333
H 2.457919 -3.875810 -1.237049 -0.004 -0.097 -0.021 0.366
H 2.826973 -1.807485 -0.229459 -0.032 -0.005 0.244 -0.576
H 1.566888 -2.016230 0.979222 -0.032 0.047 0.087 0.078
H 1.423818 -0.694605 -1.591720 -0.065 -0.043 -0.247 0.301
H 0.295454 -2.055042 -1.636068 -0.089 -0.001 -0.034 0.495
H -0.956198 -0.146541 -0.666437 0.062 0.015 -0.199 0.420
H -0.541383 -1.218841 0.636649 -0.088 -0.010 -0.012 0.267
H 0.385675 1.535150 0.166118 0.172 0.133 -0.009 0.542
H 1.733147 0.441198 0.413621 0.070 0.115 0.065 -0.455
H 0.650963 -0.374633 2.512484 -0.079 -0.010 0.142 0.302
H -0.675123 0.746064 2.269984 -0.034 0.054 -0.014 0.280
H 2.161628 1.206895 3.109968 0.105 0.175 -0.118 0.045
H -0.155588 1.097814 4.502326 0.113 -0.159 0.072 0.629
H -0.148656 2.806074 4.100747 -0.067 -0.042 0.013 0.223
H 1.904907 3.203992 5.356194 0.057 -0.093 0.119 0.430
H 1.277507 0.527885 6.143691 0.056 -0.128 0.174 0.224
H 2.269893 4.454870 1.558203 -0.075 0.007 -0.064 0.615
H 0.962540 5.086092 3.246177 -0.337 0.220 -0.062 0.313
H 3.615313 2.512779 3.461822 0.064 -0.068 -0.022 0.648
H 3.576468 1.235617 1.596283 0.035 -0.042 0.036 -0.504
H 6.214127 -1.125967 0.196866 0.031 -0.149 0.020 0.574
H 5.153438 -0.770052 1.572190 0.039 -0.205 0.018 0.232
H 4.489214 -0.729562 -0.086723 0.110 0.025 -0.026 0.181
H 5.818740 2.440200 -1.255579 0.102 0.234 -0.185 0.343
H 4.074912 4.521568 5.015948 -0.349 0.217 -0.049 0.026
H 3.959394 5.926748 3.255870 -0.248 0.017 0.033 0.078
C -3.650386 -3.082367 -3.791031 0.184 -0.034 -0.070 -1.137
C -3.189229 -2.732916 -2.386030 -0.193 0.111 -0.110 0.468
C -4.291281 -2.049232 -1.591119 0.069 0.022 0.104 -1.341
O -2.024264 -1.906679 -2.431278 -0.043 -0.117 0.036 -0.420
H -3.925651 -2.177429 -4.337005 -0.098 -0.019 0.043 0.104
H -2.848751 -3.575967 -4.342526 0.002 -0.038 0.043 0.348
H -4.518048 -3.743295 -3.772581 -0.020 0.017 0.007 0.395
H -2.873768 -3.637849 -1.863650 0.065 0.007 0.017 0.267
H -4.585356 -1.117498 -2.082010 -0.034 -0.025 -0.045 0.291
H -3.944494 -1.805217 -0.586243 0.006 -0.021 0.000 0.331
H -5.174007 -2.684873 -1.511148 -0.008 -0.002 -0.014 0.419
H -2.264349 -1.096304 -2.893249 0.012 0.027 -0.053 0.283
C -4.960967 0.170682 -7.832148 0.146 0.066 0.151 -1.198
C -5.127194 -1.178548 -7.154101 -0.187 0.090 -0.161 0.580
C -6.180000 -2.024915 -7.852989 -0.003 -0.103 0.096 -1.280
O -5.457945 -1.011467 -5.773018 0.089 -0.028 0.018 -0.529
H -5.898124 0.727651 -7.804131 -0.049 -0.025 -0.086 0.185
H -4.198060 0.764206 -7.326339 0.030 -0.048 -0.002 0.360
H -4.675744 0.053876 -8.878015 -0.024 0.004 -0.018 0.357
H -4.174592 -1.711514 -7.152792 0.019 -0.011 0.064 0.234
H -7.148381 -1.518582 -7.826003 0.013 0.048 -0.058 0.272
H -6.287143 -2.990166 -7.356784 0.026 0.000 -0.004 0.348
H -5.918089 -2.195662 -8.897865 -0.001 0.016 -0.011 0.371
H -6.297735 -0.543083 -5.728770 -0.036 0.035 -0.006 0.309
C 7.754684 1.565073 4.560374 -0.096 -0.026 -0.056 -1.257
C 7.841921 0.080601 4.244887 0.171 0.223 0.077 0.539
C 8.941018 -0.619178 5.022909 0.003 -0.092 -0.009 -1.415
O 8.042719 -0.112950 2.839401 -0.025 -0.350 0.014 -0.434
H 8.692352 2.064621 4.303079 0.053 -0.016 0.051 0.332
H 6.969591 2.048051 3.978759 -0.016 0.007 0.006 0.258
H 7.560752 1.730813 5.621455 0.012 0.004 -0.007 0.409
H 6.884585 -0.396174 4.465756 -0.028 -0.027 -0.084 0.246
H 9.913721 -0.193111 4.758892 0.008 0.035 0.044 0.303
H 8.967986 -1.678550 4.773544 0.011 -0.022 0.062 0.341
H 8.808441 -0.520200 6.101083 -0.039 0.056 -0.005 0.416
H 8.862305 0.332993 2.601059 -0.041 0.162 -0.040 0.307
C -0.479980 3.525247 10.206064 -0.003 -0.065 0.072 -1.155
C 1.030110 3.692902 10.283236 -0.151 0.029 -0.231 0.360
C 1.530866 4.726040 9.285183 0.096 -0.004 0.024 -0.992
O 1.682360 2.442890 10.074404 -0.003 -0.115 0.087 -0.515
H -0.770293 3.177280 9.210778 0.007 0.035 -0.023 0.251
H -0.819703 2.783230 10.928720 0.010 0.007 0.013 0.277
H -0.994539 4.466699 10.404098 0.003 0.010 -0.009 0.397
H 1.311729 3.995126 11.292965 0.034 -0.031 0.026 0.293
H 1.293337 4.408185 8.265935 -0.046 0.005 0.000 0.082
H 2.613055 4.833630 9.356686 0.001 0.000 0.020 0.306
H 1.070411 5.699911 9.457936 -0.015 -0.001 -0.002 0.404
H 1.465761 2.145930 9.182360 0.119 0.087 -0.112 0.285
C 12.424772 -1.835295 2.484453 0.000 -0.002 0.099 -1.183
C 11.576060 -3.093137 2.373339 -0.039 0.167 -0.154 0.357
C 11.263928 -3.434234 0.924132 -0.051 -0.071 0.023 -1.215
O 10.375198 -2.953239 3.127198 0.066 -0.075 -0.008 -0.487
H 11.888450 -0.980201 2.062568 0.008 -0.010 -0.054 0.246
H 12.641193 -1.611372 3.529112 0.005 -0.020 0.004 0.302
H 13.368398 -1.943046 1.947955 -0.002 0.002 -0.015 0.405
H 12.104961 -3.927969 2.835746 -0.016 -0.022 0.038 0.284
H 10.695175 -2.623768 0.459952 0.035 0.032 -0.008 0.289
H 10.660453 -4.339873 0.866840 0.011 -0.010 0.013 0.316
H 12.176622 -3.585697 0.346075 0.008 0.013 0.000 0.385
H 9.870212 -2.220643 2.753012 -0.092 0.000 0.012 0.282
C -7.502711 2.221373 -11.858000 0.092 0.027 0.061 -1.454
C -7.654708 0.887984 -11.143231 -0.179 0.085 -0.084 0.615
C -8.945783 0.184658 -11.527320 0.109 -0.023 0.101 -1.266
O -7.581734 1.068619 -9.726507 0.059 -0.053 0.004 -0.474
H -8.324609 2.890212 -11.587594 -0.039 -0.020 -0.035 0.361
H -6.569422 2.706727 -11.572056 0.009 -0.019 -0.005 0.354
H -7.511387 2.092168 -12.940780 -0.016 -0.006 -0.006 0.383
H -6.804384 0.248495 -11.387146 0.034 -0.012 0.048 0.227
H -9.811103 0.789422 -11.247446 -0.018 0.031 -0.046 0.329
H -9.030751 -0.768872 -11.007265 0.024 -0.016 -0.005 0.240
H -8.997971 -0.001235 -12.599589 -0.022 0.002 -0.013 0.375
H -8.319592 1.630102 -9.466888 -0.043 0.022 0.001 0.309
C -13.646817 -0.898124 -10.644558 0.066 0.078 0.007 -1.266
C -13.097099 -1.245993 -12.019402 -0.074 -0.158 0.132 0.363
C -13.686688 -2.543424 -12.550074 0.066 0.002 -0.079 -1.271
O -11.671694 -1.316120 -11.986532 -0.080 0.079 -0.082 -0.465
H -13.390650 -1.681445 -9.925784 -0.038 -0.035 -0.012 0.336
H -13.216945 0.037141 -10.285785 -0.006 0.009 -0.019 0.307
H -14.732479 -0.796795 -10.665492 -0.007 -0.013 -0.003 0.381
H -13.321813 -0.435776 -12.714538 0.041 0.025 -0.023 0.253
H -13.432051 -3.373751 -11.885578 -0.037 0.007 0.038 0.345
H -13.284430 -2.770624 -13.537059 -0.005 0.019 -0.007 0.316
H -14.773393 -2.485237 -12.621471 -0.006 0.002 0.015 0.376
H -11.427742 -2.024839 -11.382165 0.031 -0.034 0.021 0.329
C -0.281504 -1.135290 10.993758 -0.071 0.066 0.035 -1.192
C -0.187233 -1.673146 9.575565 0.239 0.053 0.179 0.382
C 1.031292 -2.564641 9.391893 -0.021 -0.014 -0.101 -1.294
O -0.158570 -0.590825 8.644928 -0.102 -0.032 -0.193 -0.468
H 0.595359 -0.522661 11.220285 0.030 -0.031 0.012 0.283
H -1.162445 -0.502825 11.105252 -0.019 -0.023 -0.016 0.287
H -0.337126 -1.941925 11.726158 0.013 -0.017 -0.012 0.398
H -1.089288 -2.237364 9.334493 -0.038 0.043 -0.059 0.302
H 1.945617 -1.998213 9.587779 -0.002 0.001 0.053 0.318
H 1.082011 -2.938192 8.368968 -0.020 -0.010 0.002 0.315
H 1.005010 -3.416467 10.072576 0.000 0.004 0.014 0.401
H 0.630860 -0.070667 8.830514 0.037 0.019 0.045 0.271
```
Positions in Å, forces in eV/Å.

Computed properties:
LUMO energy: 0.336 eV
HOMO: -8.4 eV
SMILES: [H]/N=C\C[C@@H](CCCCCC)O[C@@H](O)[C@@H](O[C@@H](F)P(C)O)[PH2]=O.CC(C)O.CC(C)O.CC(C)O.CC(C)O.CC(C)O.CC(C)O.CC(C)O.CC(C)O
molar mass: 840.08 u
gap between HOMO and LUMO: 8.741 eV